(w)
8
Properties=species:S:1:pos:R:3:lowdin_charge:R:1 method="wB97M-V/def2-TZVPD" lumo_ha=0.1386 total_charge=-1 homo_lumo_gap_ha=0.24511 smiles="O=CC(=O)OS[O-]"
O 1.58 -0.29 -1.14 0.052
C 0.87 -0.25 -0.21 -0.332
C -0.02 1.00 0.06 -0.539
O 0.45 2.11 -0.15 0.060
O -1.16 0.71 0.67 -0.377
S -1.80 -0.87 0.56 0.707
O -0.95 -1.51 -0.59 -0.715
H 1.03 -0.88 0.79 0.144

=====

(x)
8
Properties=species:S:1:pos:R:3:lowdin_charge:R:1 method="wB97M-V/def2-TZVPD" lumo_ha=0.1461 total_charge=-1 homo_lumo_gap_ha=0.29287
C -0.31 0.72 0.93 -0.178
C 1.28 0.00 0.29 -0.551
O -1.64 -1.51 0.13 -0.368
O 2.39 0.32 0.61 0.050
O -1.18 -0.09 -1.78 -0.376
O 0.72 -0.89 -0.52 -0.154
S -0.87 -0.39 -0.38 0.580
H -0.38 1.85 0.71 -0.003

=====

(y)
8
Properties=species:S:1:pos:R:3:lowdin_charge:R:1 method="wB97M-V/def2-TZVPD" lumo_ha=0.1449 total_charge=-1 homo_lumo_gap_ha=0.27596
C 0.41 -0.05 0.12 -0.357
C 0.73 -1.00 -0.79 -0.262
O 1.08 -1.89 -1.49 0.058
O 2.15 1.45 -2.29 -0.483
O 3.54 1.87 -0.22 -0.513
O 0.83 1.22 0.07 -0.326
S 2.54 1.01 -0.93 0.786
H -0.44 -0.25 0.78 0.099

=====

Which is the most stable structure? (w) is the most stable.

=====

(w)
13
Properties=species:S:1:pos:R:3:lowdin_charge:R:1 method="wB97M-V/def2-TZVPD" lumo_ha=0.0108 homo_lumo_gap_ha=0.32502
C -1.70 -0.44 0.14 -0.302
C 1.02 -0.38 -0.15 -0.099
C 0.04 0.35 0.71 -0.247
N -2.00 -1.47 0.69 0.162
N -0.09 2.00 -0.91 0.053
N -0.22 1.65 0.28 -0.125
F -2.31 0.36 -0.79 0.028
H 0.59 -0.75 -1.14 0.105
H 1.74 0.38 -0.33 0.056
H 1.43 -1.25 0.28 0.054
H -0.08 0.38 1.83 0.131
H -2.64 -2.28 0.55 0.100
H -0.49 2.95 -1.16 0.084

=====

(x)
13
Properties=species:S:1:pos:R:3:lowdin_charge:R:1 method="wB97M-V/def2-TZVPD" lumo_ha=0.0299 homo_lumo_gap_ha=0.33312 smiles="[H]/N=C/N(N)/C=C/F"
H -3.23 -1.08 -0.02 0.067
N -2.51 -0.31 0.03 0.063
C -1.32 -0.78 0.04 -0.270
N -0.18 0.04 -0.14 -0.217
N -0.33 1.42 -0.01 0.042
C 1.11 -0.51 -0.13 -0.077
C 2.32 0.18 -0.16 -0.133
F 3.53 -0.37 0.10 -0.023
H -1.00 -1.84 -0.05 0.123
H -1.09 1.73 -0.60 0.075
H -0.64 1.79 0.96 0.134
H 1.04 -1.58 0.08 0.104
H 2.31 1.31 -0.10 0.110

=====

(y)
13
Properties=species:S:1:pos:R:3:lowdin_charge:R:1 method="wB97M-V/def2-TZVPD" lumo_ha=0.0239 homo_lumo_gap_ha=0.37987
H 1.26 1.66 0.69 0.103
N 1.72 0.58 0.62 0.124
C 0.76 -0.02 0.10 -0.409
N -0.44 0.76 -0.41 -0.009
N -0.36 2.03 0.50 -0.051
C 0.54 -1.48 0.01 -0.367
C -0.54 -2.04 -0.60 0.078
F 1.53 -2.18 0.44 0.113
H -1.22 0.33 -0.12 0.009
H -0.38 2.77 -0.41 0.192
H -0.81 1.96 1.37 0.051
H -0.78 -3.05 -1.08 0.087
H -1.28 -1.33 -1.13 0.081

=====

Which is the most stable structure? (x) is the most stable.

=====

(w)
73
Properties=species:S:1:pos:R:3:lowdin_charge:R:1 method="wB97M-V/def2-TZVPD" lumo_ha=-0.2294 total_charge=+2 homo_lumo_gap_ha=0.25885
Hf 0.17 0.38 0.36 1.744
N -2.38 2.89 -2.20 0.169
C -3.29 3.50 -1.28 -0.239
C -3.71 4.80 -1.48 -0.003
C -4.55 5.39 -0.54 -0.047
C -4.91 4.70 0.60 -0.054
C -4.46 3.40 0.81 -0.078
C -3.67 2.79 -0.15 -0.460
S -3.20 1.10 -0.01 1.054
N -1.65 1.19 -0.77 -0.362
C -1.48 1.98 -1.77 -0.352
C -0.12 1.97 -2.39 -0.196
C 0.14 2.40 -3.67 0.034
C 1.45 2.37 -4.13 0.011
C 2.45 1.92 -3.29 0.004
C 2.10 1.47 -2.03 -0.085
N 0.85 1.50 -1.58 -0.003
H -2.11 3.47 -2.98 0.143
H -3.41 5.35 -2.37 0.124
H -4.90 6.40 -0.70 0.119
H -5.56 5.16 1.33 0.119
H -4.74 2.86 1.70 0.117
H -0.66 2.72 -4.33 0.131
H 1.69 2.70 -5.14 0.133
H 3.48 1.88 -3.60 0.128
H 2.85 1.06 -1.36 0.115
B -0.34 1.25 2.97 -0.436
N -0.57 2.58 2.27 -0.068
C -0.99 3.80 2.63 -0.025
C -0.79 4.66 1.57 -0.017
C -0.25 3.87 0.56 -0.110
N -0.11 2.61 1.00 -0.082
N 1.19 0.98 2.99 -0.081
C 2.06 0.85 4.00 -0.039
C 3.32 0.68 3.48 -0.013
C 3.14 0.71 2.10 -0.102
N 1.86 0.90 1.81 -0.095
H -0.86 1.12 4.03 0.103
H -0.88 0.35 2.23 0.057
H -1.39 3.96 3.62 0.141
H -1.00 5.72 1.54 0.114
H 0.06 4.15 -0.43 0.119
H 1.71 0.91 5.02 0.142
H 4.25 0.57 4.02 0.114
H 3.88 0.61 1.31 0.122
C 0.39 -7.81 -1.48 -0.027
C 0.33 -6.32 -1.44 -0.235
C 0.91 -5.55 -2.45 -0.006
C 0.83 -4.18 -2.45 -0.032
C 0.16 -3.55 -1.40 -0.309
C -0.43 -4.28 -0.37 -0.040
C -0.33 -5.66 -0.40 -0.007
S 0.11 -1.82 -1.38 0.658
O -0.02 -1.26 -2.69 -0.249
O -0.95 -1.40 -0.39 -0.423
N 1.45 -1.20 -0.66 -0.205
C 1.74 -1.95 0.53 -0.437
C 2.72 -2.92 0.64 0.020
C 2.84 -3.54 1.88 -0.011
C 2.01 -3.17 2.93 -0.017
C 1.08 -2.17 2.74 -0.081
N 0.95 -1.58 1.54 0.005
H 1.21 -8.17 -2.09 0.087
H -0.54 -8.21 -1.90 0.101
H 0.50 -8.23 -0.48 0.089
H 1.42 -6.05 -3.27 0.127
H 1.26 -3.59 -3.25 0.125
H -0.95 -3.78 0.43 0.119
H -0.80 -6.24 0.39 0.128
H 3.33 -3.18 -0.21 0.131
H 3.58 -4.32 2.02 0.126
H 2.09 -3.65 3.90 0.121
H 0.43 -1.83 3.53 0.130

=====

(x)
73
Properties=species:S:1:pos:R:3:lowdin_charge:R:1 method="wB97M-V/def2-TZVPD" lumo_ha=-0.2238 total_charge=+2 homo_lumo_gap_ha=0.26740
Hf -0.81 -0.51 -0.48 1.680
N 0.52 -4.27 1.21 0.167
C 0.24 -4.21 2.61 -0.226
C -0.13 -5.36 3.28 -0.003
C -0.44 -5.29 4.63 -0.046
C -0.39 -4.07 5.29 -0.050
C -0.04 -2.92 4.61 -0.074
C 0.30 -3.00 3.27 -0.448
S 0.89 -1.58 2.41 1.032
N 0.41 -1.98 0.80 -0.356
C 0.42 -3.21 0.41 -0.341
C 0.39 -3.42 -1.07 -0.193
C 1.09 -4.44 -1.67 0.026
C 1.14 -4.48 -3.06 0.003
C 0.47 -3.51 -3.78 0.001
C -0.22 -2.53 -3.10 -0.076
N -0.27 -2.48 -1.76 0.017
H 0.45 -5.18 0.78 0.154
H -0.19 -6.31 2.75 0.125
H -0.71 -6.19 5.16 0.120
H -0.63 -4.02 6.35 0.119
H -0.01 -1.96 5.12 0.115
H 1.63 -5.16 -1.08 0.130
H 1.71 -5.25 -3.57 0.132
H 0.48 -3.50 -4.86 0.129
H -0.76 -1.75 -3.63 0.113
B 0.21 1.34 -3.27 -0.361
N 1.29 0.46 -2.54 -0.064
C 2.58 0.51 -2.84 -0.042
C 3.32 0.00 -1.77 -0.009
C 2.38 -0.34 -0.83 -0.111
N 1.13 -0.05 -1.28 -0.120
N -1.21 0.65 -3.28 -0.084
C -2.09 0.81 -4.27 -0.041
C -3.38 0.52 -3.80 -0.001
C -3.20 0.18 -2.49 -0.109
N -1.89 0.26 -2.15 -0.111
H 0.55 1.46 -4.42 0.085
H 0.10 2.38 -2.67 0.087
H 2.90 0.92 -3.78 0.141
H 4.39 -0.10 -1.70 0.115
H 2.53 -0.77 0.15 0.093
H -1.76 1.15 -5.23 0.143
H -4.30 0.56 -4.36 0.117
H -3.94 -0.09 -1.75 0.114
C -1.97 3.12 6.99 -0.025
C -1.90 2.67 5.56 -0.230
C -0.69 2.27 4.99 -0.007
C -0.63 1.82 3.68 -0.039
C -1.81 1.79 2.94 -0.311
C -3.03 2.20 3.47 -0.036
C -3.06 2.63 4.78 -0.007
S -1.82 1.11 1.38 0.649
O -2.90 1.57 0.55 -0.248
O -0.47 1.24 0.71 -0.385
N -1.84 -0.52 1.45 -0.225
C -2.98 -1.22 0.99 -0.395
C -4.22 -1.26 1.60 0.028
C -5.19 -2.05 1.00 0.000
C -4.89 -2.74 -0.17 -0.026
C -3.64 -2.62 -0.72 -0.107
N -2.69 -1.87 -0.14 0.001
H -0.98 3.26 7.41 0.085
H -2.50 2.38 7.59 0.097
H -2.52 4.06 7.07 0.095
H 0.22 2.32 5.57 0.126
H 0.31 1.53 3.23 0.108
H -3.93 2.20 2.86 0.123
H -4.00 2.97 5.20 0.131
H -4.40 -0.71 2.51 0.129
H -6.17 -2.12 1.44 0.129
H -5.63 -3.37 -0.66 0.122
H -3.36 -3.13 -1.64 0.125

=====

Which is the most stable structure? (w) is the most stable.

=====

(w)
30
Properties=species:S:1:pos:R:3:lowdin_charge:R:1 method="wB97M-V/def2-TZVPD" lumo_ha=0.0119 homo_lumo_gap_ha=0.29688
C 3.23 -1.09 1.36 -0.093
C 2.06 -1.00 0.46 -0.121
C 1.39 0.16 0.36 -0.099
C 0.40 0.47 -0.60 -0.277
C -0.16 -0.47 -1.36 -0.062
N -0.99 -1.21 -1.88 0.127
C -2.27 -1.68 -1.27 -0.167
C -2.63 -0.62 -0.31 -0.049
C -1.96 -0.30 0.83 -0.318
C -1.38 -1.34 1.75 -0.029
C -2.24 0.93 1.49 -0.219
N -2.23 2.01 1.90 0.166
C 0.06 1.91 -0.98 -0.176
C 1.22 2.60 -1.75 -0.080
H 3.91 -0.27 1.25 0.082
H 2.94 -1.12 2.41 0.080
H 3.71 -1.96 1.22 0.028
H 1.76 -1.82 -0.17 0.110
H 1.64 1.10 0.77 0.119
H -2.91 -1.85 -2.04 0.078
H -2.16 -2.64 -0.97 0.084
H -3.35 0.14 -0.85 0.161
H -2.10 -2.16 1.85 0.089
H -0.56 -1.75 1.25 0.030
H -1.05 -0.77 2.74 0.142
H -0.22 2.24 0.06 0.117
H -0.78 2.06 -1.51 0.063
H 1.28 3.75 -1.75 0.095
H 2.13 2.39 -1.39 -0.002
H 1.27 2.29 -2.89 0.120

=====

(x)
30
Properties=species:S:1:pos:R:3:lowdin_charge:R:1 method="wB97M-V/def2-TZVPD" lumo_ha=0.0316 homo_lumo_gap_ha=0.34052 smiles=CCc1c[nH]cn1.Cc1ccccc1
C -0.15 2.22 1.52 -0.121
C -1.35 1.21 1.62 -0.195
C -0.99 0.05 2.47 -0.353
C -1.91 -0.95 2.92 0.005
N -1.06 -1.88 3.57 0.064
C 0.19 -1.36 3.61 -0.139
N 0.26 -0.20 2.92 0.098
H -0.43 3.06 2.08 0.022
H 0.17 2.48 0.49 0.067
H 0.90 2.09 2.10 0.113
H -2.09 1.81 2.19 0.112
H -1.75 0.88 0.64 0.105
H -2.87 -1.11 2.67 0.064
H -1.20 -2.73 3.96 0.101
H 0.95 -1.84 3.97 0.055
C 1.62 0.42 -4.40 -0.062
C 1.10 -0.24 -3.07 -0.223
C 1.86 -0.20 -1.91 -0.079
C 1.23 -0.43 -0.71 -0.111
C -0.09 -0.86 -0.65 -0.078
C -0.86 -0.80 -1.87 -0.095
C -0.37 -0.42 -3.08 -0.045
H 1.62 1.52 -4.27 0.082
H 1.01 0.06 -5.24 0.062
H 2.62 -0.03 -4.57 0.074
H 2.94 0.04 -1.82 0.122
H 1.88 -0.56 0.15 0.104
H -0.31 -1.13 0.33 0.058
H -2.03 -0.93 -1.74 0.131
H -0.91 -0.18 -3.89 0.062

=====

Which is the most stable structure? (x) is the most stable.

=====

(w)
17
Properties=species:S:1:pos:R:3:lowdin_charge:R:1 method="wB97M-V/def2-TZVPD" multiplicity=2 lumo_ha="-0.1233 / -0.3268" total_charge=+1 s_squared=0.754 homo_lumo_gap_ha="0.37101 / 0.16545"
C 1.51 -0.17 0.05 -0.155
C 0.56 -0.12 1.22 -0.199
C -0.69 -0.89 0.90 -0.159
C -1.44 -1.42 1.95 0.064
N 1.00 0.72 -1.06 0.328
H 1.81 -1.12 -0.40 0.152
H 2.52 0.16 0.32 0.135
H 0.25 0.88 1.46 0.119
H 1.10 -0.39 2.15 0.148
H -0.93 -0.75 -0.15 0.085
H -0.91 -1.58 2.93 0.087
H -2.49 -1.75 1.77 0.077
H -0.02 0.85 -1.10 0.100
H 1.44 1.63 -0.94 0.156
H -1.82 0.81 -3.28 0.068
H -0.54 1.69 -3.11 0.036
O -1.37 1.44 -2.70 -0.041

=====

(x)
17
Properties=species:S:1:pos:R:3:lowdin_charge:R:1 method="wB97M-V/def2-TZVPD" multiplicity=2 lumo_ha="-0.1291 / -0.3166" total_charge=+1 s_squared=0.756 homo_lumo_gap_ha="0.43917 / 0.24777"
C 1.24 0.70 0.88 -0.010
C -0.21 0.22 0.70 -0.301
C -0.59 -0.69 -0.60 -0.302
C 0.59 -1.55 -1.02 -0.006
O -0.96 0.06 -1.77 0.019
N -1.15 1.24 0.94 0.267
H 1.23 1.17 1.87 0.101
H 1.45 1.62 0.30 0.107
H 2.00 -0.04 0.71 0.086
H -0.37 -0.55 1.47 0.180
H -1.49 -1.25 -0.35 0.154
H 0.89 -2.26 -0.25 0.104
H 1.47 -0.91 -1.16 0.087
H 0.30 -1.91 -2.01 0.114
H -1.32 0.87 -1.43 0.082
H -2.15 1.10 1.07 0.162
H -0.92 2.19 0.65 0.159

=====

Which is the most stable structure? (x) is the most stable.